Entry from the OMol25 dataset: a gas-phase ion, C6H12N3O (charge +1) at a distorted geometry (the ωB97M-V functional and the def2-TZVPD basis).

Structure (XYZ):
```
22
Properties=species:S:1:pos:R:3:forces:R:3
C -2.536262 -0.347936 -0.056309 -2.1607 -1.0441 0.0433
C -1.074568 1.840393 -0.642845 1.1968 -0.5536 0.8463
C -1.936170 0.982611 0.308166 1.3282 1.2587 -0.3444
C 0.535900 -0.691461 -0.020797 3.4685 0.6421 1.4234
C 1.714666 -0.037271 -0.677540 1.5964 -1.2886 1.5633
C 0.601289 -1.148559 1.386910 1.0234 -3.5569 0.1617
N -1.733504 -1.330387 -0.602401 1.9817 -0.2662 -0.3355
N -0.360778 -1.149275 -0.920191 -3.3825 -0.7541 -0.0240
N -0.498475 1.077254 0.476186 -1.8279 3.3873 2.0556
O -3.717851 -0.555430 0.118329 1.3774 0.3460 -0.0020
H -0.498237 1.654183 -1.544959 -1.1365 -1.0007 -0.4932
H -1.035960 2.902548 -0.560715 -0.5661 0.7573 0.7040
H -2.535558 1.514792 1.073988 0.2423 -0.4036 -0.7569
H 1.380824 0.618147 -1.495582 0.5967 0.7099 0.6036
H 2.351398 -0.767570 -1.189686 -0.1638 -0.3676 -0.3379
H 2.516027 0.237244 0.146920 -1.9252 0.6624 -1.7415
H 1.165870 -2.176272 1.227496 -1.1757 1.2745 0.9985
H -0.344722 -1.378947 1.981078 1.0853 0.5214 -1.0068
H 1.344403 -0.622533 2.005101 -0.5798 0.3390 -0.3331
H -2.046978 -2.308203 -0.703793 -0.2427 1.0224 -0.0626
H -0.203699 -0.805941 -1.842046 -0.0539 -0.2766 -1.1405
H -0.113456 1.589363 1.354204 -0.6820 -1.4086 -1.8214
```
Forces are in eV/Å.

Results
Spin multiplicity: 3
Strongest force on any atom: 4.36 eV Å⁻¹
Gap between HOMO and LUMO (spin up / spin down): 6.6 / 6.2 eV
Molar mass: 142.18 g/mol
Total charge: +1
⟨S²⟩: 2.01
Electronic energy: -474.80118 hartree
ΔE to the lowest compared entry with this formula, charge and spin: 429.9 kJ/mol

Mulliken population analysis, charges in e, atoms 1 to 4: number 1, C, carries 0.294; number 2, C, carries -0.515; number 3, C, carries 0.193; number 4, C, carries 0.378